# 1
A 2-piece molecular cluster, CH4NOP overall, computed with ωB97M-V/def2-TZVPD.

```
8
Properties=species:S:1:pos:R:3:forces:R:3
C -1.692155 1.358047 -0.809887 -0.65 -0.80 2.52
N -1.705813 0.491595 0.165955 0.64 1.19 -1.42
O -0.797081 -1.865438 -1.789384 0.00 0.84 -0.09
P -1.538547 -0.447380 1.339211 -0.18 -0.59 0.46
H -1.586641 0.989707 -1.800566 0.01 0.16 -0.70
H -0.541208 -2.656099 -2.246871 0.14 -0.76 -0.24
H -1.941240 2.356098 -0.455689 0.15 0.08 -0.86
H -0.522335 -1.166501 -2.401966 -0.11 -0.12 0.33
```
Forces are in eV/Å.

## Properties
Relative energy (zero: lowest compared OMol25 entry of this formula, charge and spin) ... 2.604 eV
Orbital gap ... 7.1 eV


# 2
C11H8Cl2LaN2O3ScSe as an isolated structure, computed with ωB97M-V/def2-TZVPD.

```
29
Properties=species:S:1:pos:R:3:forces:R:3
La -0.779968 -0.359454 -5.419299 -4.66 0.31 1.77
Sc 0.045347 -0.121613 -2.459142 -3.05 -2.63 2.20
Cl -1.331256 -2.237708 -3.522314 1.17 0.99 -1.27
Cl -1.176405 1.889227 -3.871521 0.98 -1.65 0.33
C 1.117860 1.529786 -1.796049 3.86 5.50 2.48
C 0.115763 -2.217735 -6.741142 2.43 -6.52 -4.08
C 0.213641 0.851313 -7.237926 3.18 5.11 -6.66
O 1.694161 2.431120 -1.397590 -1.86 -2.78 -1.27
O 0.400729 -3.177230 -7.305396 -1.18 4.03 2.33
O 0.550373 1.566204 -8.073926 -1.44 -3.11 3.59
C 1.126629 -1.923695 1.183226 0.76 -0.78 -0.28
N 0.178806 -0.858161 1.441262 -0.23 0.66 0.46
C -0.861952 -0.473053 0.648354 0.58 0.66 1.30
Se -1.517439 -1.308129 -0.870597 0.24 0.18 -0.03
N -1.506706 0.520311 1.306270 0.27 0.31 0.13
C -0.890507 0.795263 2.524300 -1.29 0.11 -1.33
C -1.223014 1.702405 3.501562 -0.04 0.63 0.91
C -0.381789 1.693577 4.624945 -1.20 0.57 -0.70
C 0.712251 0.808363 4.723552 0.85 -1.08 -0.51
C 1.016379 -0.109784 3.705273 0.59 0.17 1.00
C 0.178438 -0.079294 2.612632 0.55 -1.31 -1.18
H 1.091397 -2.697853 1.964293 -0.17 0.33 -0.18
H 2.152945 -1.534069 1.147198 -0.29 0.05 0.11
H 0.919491 -2.409329 0.217571 -0.13 0.20 0.42
H -2.345384 0.966037 0.959552 -0.10 0.01 0.09
H -2.098185 2.358070 3.351691 0.65 -0.28 0.48
H -0.592977 2.391037 5.437693 0.14 -0.24 -0.19
H 1.340147 0.830642 5.616891 -0.22 0.02 -0.26
H 1.851239 -0.826258 3.728625 -0.40 0.55 0.35
```
Forces are in eV/Å.

## Properties
Orbital gap (spin up / spin down) ... 3.5 / 3.5 eV
Total charge ... +4


# 3
C9H12N16ReS as an isolated structure, computed with ωB97M-V/def2-TZVPD.

```
39
Properties=species:S:1:pos:R:3:forces:R:3
Re -0.184457 -0.215798 -0.440541 0.33 0.22 0.37
N -1.854557 -1.402915 -3.430896 0.00 0.17 -0.06
C -2.005549 -2.096787 -2.283835 -0.12 -0.65 0.71
N -2.741728 -3.176652 -2.177537 0.13 0.50 -0.79
N -2.593360 -3.589722 -0.926401 0.32 0.09 0.78
N -1.829627 -2.824286 -0.253262 -0.35 -0.52 0.07
N -1.400012 -1.809417 -1.080633 0.56 0.93 -0.32
C -1.032347 -0.348013 -3.509767 0.44 0.52 -0.12
N -0.759977 0.325275 -4.606896 -0.36 -0.37 -0.11
N 0.089921 1.275313 -4.250580 0.22 0.19 0.36
N 0.356916 1.236678 -3.002758 -0.24 0.15 -0.93
N -0.348262 0.183365 -2.451537 -0.26 -0.53 0.68
H -2.337664 -1.719394 -4.263674 0.00 -0.02 0.00
C 3.104615 4.246781 -1.012929 -0.02 0.06 -0.15
C 2.850511 3.378041 0.152817 -0.04 -0.10 -0.09
N 3.348054 3.503102 1.336669 0.16 0.22 0.11
N 2.858418 2.469985 2.074983 -0.12 -0.17 0.02
C 2.058829 1.689322 1.370688 0.35 0.33 -0.39
S 1.191905 0.271686 1.722230 -0.64 -0.51 -0.55
N 2.032838 2.244797 0.151979 -0.01 -0.02 0.42
N 1.265363 1.669333 -0.855039 -0.32 -0.46 0.26
H 3.785824 5.037397 -0.708516 -0.01 0.00 0.01
H 2.185891 4.703263 -1.386236 -0.01 -0.01 0.04
H 3.565090 3.687056 -1.829470 0.01 -0.02 0.03
H 3.126301 2.389928 3.047069 -0.01 -0.05 0.01
H 1.863877 1.351554 -1.620309 0.00 0.11 -0.08
H 0.655268 2.364687 -1.288017 0.10 0.08 -0.06
N -0.593735 -3.819222 3.515251 0.09 -0.13 0.12
C -1.095988 -2.708294 2.983327 -0.12 0.53 -0.44
C -0.483291 -2.052707 1.885441 0.06 -0.36 0.30
N -1.057819 -0.985729 1.340615 0.10 -0.22 -0.14
C -2.210307 -0.509706 1.823574 -0.30 0.19 -0.05
C -2.771476 -1.141069 2.929204 0.23 0.09 -0.21
N -2.219066 -2.193222 3.489425 -0.14 -0.35 0.36
H 0.213495 -4.281566 3.136793 0.00 -0.01 -0.03
H -1.097708 -4.277597 4.258596 -0.03 0.06 0.01
H 0.429288 -2.443172 1.451339 -0.05 0.06 -0.06
H -2.674328 0.339924 1.342148 0.04 0.01 -0.01
H -3.691144 -0.772218 3.366684 0.00 0.04 -0.05
```
Forces are in eV/Å.

## Properties
Relative energy (zero: lowest compared OMol25 entry of this formula, charge and spin) ... 1.864 eV
⟨S²⟩ ... 3.79
Orbital gap (spin up / spin down) ... 5.6 / 5.3 eV
Total charge ... +2
2S+1 ... 4


# 4
C20H28N3OS3Sn as an isolated structure, computed with ωB97M-V/def2-TZVPD.

```
56
Properties=species:S:1:pos:R:3:forces:R:3
Sn 0.123081 0.614524 -0.410318 0.10 0.11 -0.45
C 2.595372 -0.508472 3.018323 -0.35 0.16 0.04
C 2.044686 -1.888057 2.694333 -0.02 -0.07 -0.32
S 1.084800 -2.006636 1.138305 -0.07 -0.14 0.42
C -0.402416 -2.881191 1.727796 0.28 0.10 -0.10
C -1.225802 -2.230432 2.830054 -0.11 0.34 -0.04
S -1.711204 -0.511088 2.488036 0.09 -0.02 -0.03
C -1.217947 0.331225 4.026273 -0.05 -0.24 -0.26
C 0.253218 0.275569 4.416134 0.26 0.15 -0.24
S 1.385970 0.844394 3.102684 -0.09 -0.04 0.05
H 3.125337 -0.546512 3.970455 0.14 -0.08 -0.07
H 3.296933 -0.190705 2.246070 0.05 0.03 0.06
H 2.881980 -2.576600 2.579095 0.00 -0.03 0.15
H 1.411863 -2.263096 3.496412 0.05 -0.01 0.01
H -0.994583 -3.007731 0.819738 -0.05 -0.11 0.04
H -0.081581 -3.867881 2.063110 -0.12 -0.09 -0.09
H -2.140514 -2.806743 2.968245 0.08 -0.11 0.07
H -0.688770 -2.220590 3.776771 -0.01 -0.13 0.00
H -1.530743 1.362913 3.863784 -0.04 0.00 0.07
H -1.825736 -0.091391 4.826827 0.00 0.16 0.10
H 0.400436 0.927353 5.277517 -0.03 -0.11 0.09
H 0.560080 -0.728880 4.703046 -0.07 0.01 0.07
N -2.044881 -0.148315 -1.166469 0.17 0.10 0.07
C -2.319740 0.086084 -2.563302 -0.08 -0.02 -0.28
C -3.470691 0.773665 -2.916962 -0.02 0.03 0.12
C -3.806183 0.939739 -4.249659 0.04 0.02 -0.01
C -2.969902 0.429693 -5.229889 -0.07 0.00 -0.01
C -1.798620 -0.215274 -4.870611 -0.06 0.04 0.03
C -1.448804 -0.409337 -3.533058 -0.02 0.01 0.03
C -0.176562 -1.103083 -3.202456 0.07 -0.03 0.07
C 0.213184 -2.180027 -4.003482 -0.08 0.04 0.04
C 1.458877 -2.767301 -3.861669 0.02 0.03 -0.01
C 2.355593 -2.252047 -2.939191 0.04 -0.07 -0.08
C 1.950399 -1.220099 -2.108214 -0.05 0.19 0.19
C 0.677441 -0.649618 -2.179515 -0.07 0.17 0.21
H -2.836797 0.158438 -0.610910 0.08 -0.03 0.14
H -1.923508 -1.147903 -1.013008 -0.05 0.00 0.04
H -4.116660 1.171426 -2.141289 -0.03 -0.06 -0.01
H -4.717247 1.456259 -4.518658 0.00 0.01 0.02
H -3.236334 0.532603 -6.273115 0.07 0.04 -0.01
H -1.129354 -0.564408 -5.645238 0.03 -0.04 0.03
H -0.480173 -2.566964 -4.740033 0.02 0.00 -0.02
H 1.728847 -3.613480 -4.479685 0.03 0.02 -0.02
H 3.351847 -2.667359 -2.857639 -0.01 0.00 0.04
H 2.652980 -0.843274 -1.367468 0.01 -0.11 0.02
C 1.688258 4.142371 -3.352193 -0.07 -0.15 0.08
N 1.494062 4.554693 -1.968690 0.01 -0.04 -0.03
C 0.800975 3.785467 -1.113050 0.06 0.10 0.02
N 0.778622 4.157500 0.193036 -0.03 -0.03 -0.10
O 0.217234 2.758275 -1.513620 -0.09 -0.24 -0.17
H 2.102393 4.974198 -3.913481 -0.01 0.02 0.01
H 0.730929 3.851831 -3.777721 0.01 0.06 -0.05
H 2.360461 3.285425 -3.414995 0.03 0.04 -0.03
H 2.032174 5.325534 -1.614211 -0.01 0.01 0.02
H 1.094834 5.065438 0.482935 0.01 0.01 0.02
H 0.138898 3.671944 0.795239 0.00 -0.02 0.05
```
Forces are in eV/Å.

## Properties
Orbital gap ... 8.1 eV
Total charge ... +1


# 5
C9H14AsN2O6RhS6 as an isolated structure, computed with ωB97M-V/def2-TZVPD.

```
39
Properties=species:S:1:pos:R:3:forces:R:3
Rh -0.874463 0.487024 0.993179 -3.20 -1.07 1.06
S -5.064342 0.945267 3.849879 0.40 0.84 -0.30
As -3.232151 1.695595 3.011218 0.07 -1.11 0.56
S -1.984967 -0.251838 2.982827 -0.16 1.10 0.60
S -3.038061 1.873841 0.788442 -0.22 0.79 0.95
S -2.343310 3.593421 3.686583 -0.22 -1.18 -0.48
O 2.229096 0.180239 -0.886393 -0.12 1.05 -0.70
S 1.160633 0.887973 -1.637436 -1.76 0.80 2.17
O 1.662704 1.861121 -2.593382 -0.43 -0.75 0.39
O 0.078155 1.421833 -0.704877 2.71 -0.16 -3.60
C 0.388988 -0.461517 -2.519293 0.22 -1.59 -0.47
C 1.454278 -1.247083 -3.093675 -2.81 -0.10 -0.48
C 1.083277 -2.171821 -4.071679 -0.33 -0.22 -0.43
C -0.281361 -2.336876 -4.509244 1.34 1.04 0.98
C -1.298814 -1.721387 -3.774015 1.41 0.17 0.56
C -0.984113 -0.877498 -2.680565 1.56 0.61 -0.55
S -2.346843 -0.567566 -1.513543 0.84 3.42 2.79
O -2.666810 0.893328 -1.423354 1.04 -2.71 -1.36
O -3.450066 -1.327737 -1.963505 -1.13 -1.65 -1.05
O -1.763104 -1.073296 -0.197145 -0.87 -0.16 -3.02
H 2.453815 -1.129648 -2.689867 -0.10 0.10 -0.46
H 1.896259 -2.759879 -4.526177 -0.58 0.18 0.02
H -0.492061 -2.875544 -5.424439 -0.05 -0.27 0.21
H -2.338996 -1.864086 -3.976892 -0.40 -0.27 -0.09
N 0.811245 -0.868103 1.150134 2.10 0.86 -0.78
C 1.449712 -0.913035 2.440344 0.24 -0.50 0.41
C 2.186063 0.417086 2.634260 -0.57 -0.23 0.71
C 1.241710 1.605091 2.866030 -0.29 -0.87 -0.21
N 0.354304 1.905593 1.720802 2.25 4.09 2.04
H 0.466973 -1.730412 0.849121 -0.71 -1.69 -0.43
H 1.504187 -0.522070 0.417224 -1.01 -0.75 1.09
H 2.181747 -1.752777 2.475601 -0.19 0.35 0.21
H 0.666158 -1.093372 3.225301 0.77 0.34 -0.52
H 2.851344 0.634323 1.783712 -0.16 -0.21 0.14
H 2.803339 0.308248 3.538134 0.03 0.21 -0.19
H 1.864801 2.432823 3.100969 0.56 1.12 0.19
H 0.587610 1.451730 3.714648 -0.10 -0.31 0.28
H 0.967703 2.173735 0.933379 -0.70 0.04 0.42
H -0.184640 2.777272 2.023695 0.58 -1.29 -0.64
```
Forces are in eV/Å.

## Properties
Relative energy (zero: lowest compared OMol25 entry of this formula, charge and spin) ... 0.000 eV
⟨S²⟩ ... 6.02
Orbital gap (spin up / spin down) ... 5.0 / 5.6 eV
Total charge ... -2
2S+1 ... 5


# 6
A 2-piece molecular cluster, C11H13Cl2P overall, computed with ωB97M-V/def2-TZVPD.

```
27
Properties=species:S:1:pos:R:3:forces:R:3
C -3.276660 2.045365 1.654845 -0.76 0.61 -0.95
C -3.732443 1.864132 0.350790 -0.94 -0.36 -1.41
C -2.076206 1.467564 2.073646 -1.04 0.24 -0.22
C -3.062343 1.051656 -0.536159 3.43 -1.36 3.35
C -1.373142 0.604045 1.185290 -0.68 1.03 1.38
C -1.871072 0.349221 -0.134147 -0.02 1.62 2.77
C 1.882225 -0.769959 -1.403489 -1.11 0.57 1.38
C 0.686110 -0.274717 -0.674138 -2.40 -0.44 -0.88
C 2.831123 -1.494613 0.743409 0.29 1.31 -1.65
C 3.018152 -0.833164 -0.397314 0.33 -1.80 -1.81
C 4.338615 -0.432681 -0.914144 2.16 -1.30 -0.92
P -0.875238 -0.792770 -1.090527 1.15 0.21 -0.58
Cl 4.141130 -1.611185 1.818266 -0.04 -0.55 1.03
Cl -3.964230 -2.387151 -0.649765 -0.76 -0.09 0.13
H -3.943240 2.724764 2.205208 0.84 -0.47 0.52
H -4.683652 2.258868 -0.087676 0.87 0.11 1.04
H -1.844858 1.732645 3.125399 0.63 -0.69 -0.87
H -3.284270 0.817972 -1.486468 -1.70 -0.22 -3.28
H -0.435667 0.223158 1.661644 -0.96 -0.18 -1.01
H 1.537850 -1.613595 -1.977143 0.48 -1.47 0.34
H 1.986096 -0.148609 -2.265567 1.01 1.32 -0.22
H 0.733939 0.456464 0.115274 0.63 0.37 -0.21
H -2.723660 -2.495640 -0.873150 0.58 -0.08 -0.15
H 1.855401 -1.901551 0.856389 -0.41 -0.57 1.18
H 5.237014 -0.956917 -0.393661 -1.64 1.02 -1.03
H 4.450822 0.602966 -0.862592 0.45 2.03 0.84
H 4.448199 -0.486257 -2.044217 -0.39 -0.85 1.21
```
Forces are in eV/Å.

## Properties
Relative energy (zero: lowest compared OMol25 entry of this formula, charge and spin) ... 1.656 eV
SMILES ... C/C(=C\Cl)C/C=P/c1ccccc1.Cl
Orbital gap ... 8.3 eV


# 7
C3H2BrN3O as an isolated structure, computed with ωB97M-V/def2-TZVPD.

```
10
Properties=species:S:1:pos:R:3:forces:R:3
C 1.030710 -0.989368 0.013887 -1.16 2.48 -0.44
C 1.371728 0.335682 0.092257 -0.56 -2.32 0.02
C -1.289505 -0.591489 -0.132918 2.53 2.59 0.50
N -0.306863 -1.368984 -0.179509 -0.41 -0.10 0.63
N 0.487796 1.362543 0.021612 -1.36 1.88 0.11
N -0.797147 1.179224 0.003787 -0.47 -3.10 -0.75
O -1.679120 2.027973 -0.093262 1.68 -0.87 0.33
Br -3.132101 -0.815048 0.008973 0.69 0.04 -0.25
H 1.856565 -1.649458 0.069331 -0.06 -1.34 -0.15
H 2.457934 0.508923 0.195844 -0.90 0.73 -0.01
```
Forces are in eV/Å.

## Properties
Relative energy (zero: lowest compared OMol25 entry of this formula, charge and spin) ... 0.761 eV
Orbital gap (spin up / spin down) ... 8.8 / 8.8 eV


# 8
An isolated ion of composition C2H4ClN2 and charge +1, computed with ωB97M-V/def2-TZVPD.

```
9
Properties=species:S:1:pos:R:3:forces:R:3
C 1.984859 -0.521632 -1.078903 2.20 0.63 -1.53
C 0.533348 -1.106329 0.883946 1.02 -0.24 -0.58
N 1.252327 -0.744886 -0.068529 -1.34 0.18 -0.02
N -2.417478 0.997067 0.889805 0.65 -2.72 1.26
Cl -1.422128 -0.375872 1.307593 -0.24 0.97 -0.33
H 2.825100 0.290992 -1.062966 -1.73 -1.38 0.39
H 1.992803 -1.116216 -2.078806 -0.64 0.71 2.02
H -2.840484 0.780772 0.005579 0.13 0.94 -0.51
H -1.908347 1.796104 1.202280 -0.05 0.90 -0.70
```
Forces are in eV/Å.

## Properties
Relative energy (zero: lowest compared OMol25 entry of this formula, charge and spin) ... 4.694 eV
Orbital gap ... 7.1 eV
Total charge ... +1


Number 1: E -13925.9295 eV. Number 2: E -132566.3726 eV. Number 3: E -46313.8498 eV. Number 4: E -66045.2975 eV. Number 5: E -153684.4900 eV. Number 6: E -45948.4719 eV. Number 7: E -79698.9595 eV. Number 8: E -17628.3914 eV.